Record 1
The following is a DFT calculation (ωB97M-V/def2-TZVPD) of a cluster of 2 separate species, F2H2N2 in total in a non-equilibrium geometry.

The energy above the lowest of the compared OMol25 structures with the same formula, charge and spin comes out at 0.0 kJ/mol. The SMILES is [H]/N=N\F.F. The calculation puts the HOMO-LUMO gap at 11.2 eV.

```
6
Properties=species:S:1:pos:R:3:mulliken_charge:R:1
N 1.14 1.01 -0.02 -0.134
N 0.63 0.17 -0.62 0.155
F 0.71 -1.22 0.10 -0.351
F -2.64 -0.41 -0.22 -0.405
H 1.90 1.01 0.73 0.330
H -1.74 -0.56 0.02 0.405
```



Record 2
The following is a DFT calculation (ωB97M-V/def2-TZVPD) of a structure of composition C5H9InN2OP in a non-equilibrium geometry.

The charge is -1. The calculation puts the HOMO-LUMO gap at 6.6 eV.

```
19
Properties=species:S:1:pos:R:3:mulliken_charge:R:1
N -3.10 0.99 1.54 -0.583
P -2.05 2.06 0.57 0.101
O -2.17 1.47 -1.06 -0.548
In 0.42 1.71 1.23 0.334
C 1.10 -0.10 -0.01 -0.138
C 0.60 -1.59 0.54 -0.194
C 1.12 -2.80 -0.48 -0.328
C 1.97 -2.31 -1.79 -0.174
N 2.41 -0.95 -2.22 -0.505
C 1.98 0.18 -1.35 -0.072
H -4.10 1.28 1.42 0.215
H -2.83 0.95 2.55 0.223
H -2.68 2.09 -1.66 0.298
H 0.63 1.45 3.00 -0.293
H 1.32 3.16 0.62 -0.334
H -0.03 -1.77 1.51 0.268
H 0.86 -3.94 -0.26 0.232
H 2.30 -3.20 -2.52 0.233
H 2.25 1.31 -1.63 0.263
```



Record 3
The following is a DFT calculation (ωB97M-V/def2-TZVPD) of a cluster of 5 separate species, C28H61N5O6P in total in a non-equilibrium geometry.

The charge is -1. The calculation puts the HOMO-LUMO gap at 5.2 eV.

```
101
Properties=species:S:1:pos:R:3:mulliken_charge:R:1
C 0.72 -2.11 5.92 -0.663
C 0.60 -2.00 4.60 -0.311
C 0.37 -1.64 3.02 1.300
C 1.36 -0.38 2.70 -1.328
C 0.88 0.59 1.51 -0.365
P -0.53 1.86 1.94 0.519
N -1.84 3.06 2.38 -0.970
C -0.53 1.42 3.80 -0.457
C -1.61 0.76 4.53 -0.831
O -1.80 0.70 1.72 -0.017
C -2.08 0.12 0.49 -0.023
C -2.73 -1.38 0.70 -0.717
O -4.14 -1.25 1.02 -0.270
C -4.39 -1.24 2.46 -0.098
C -5.28 0.10 2.77 -0.859
C -0.61 2.63 0.19 0.708
C -0.52 4.28 0.33 -1.224
C 0.41 2.18 -0.93 -1.095
C 1.89 2.75 -1.05 0.016
C 2.60 3.55 0.13 -1.104
H 1.09 -1.86 6.99 0.260
H 0.65 -2.57 2.42 0.540
H -0.74 -1.33 2.95 -0.952
H 1.81 0.12 3.63 0.297
H 2.29 -0.93 2.23 0.455
H 1.87 1.13 1.20 0.002
H 0.64 -0.12 0.65 0.205
H 0.52 2.79 2.22 0.353
H -2.75 2.66 2.11 0.227
H -1.79 3.29 3.38 0.308
H 0.38 1.74 4.46 0.243
H -1.39 0.02 5.40 0.198
H -2.70 0.92 4.21 0.195
H -1.28 -0.01 -0.32 -0.098
H -2.94 0.71 -0.03 0.214
H -2.12 -2.04 1.41 0.127
H -2.68 -1.87 -0.36 0.323
H -5.07 -2.17 2.68 0.375
H -3.42 -1.24 3.07 0.038
H -5.01 0.86 1.94 0.124
H -6.41 -0.15 2.71 0.280
H -4.99 0.55 3.80 0.311
H -1.68 2.61 -0.29 0.033
H -0.10 4.62 -0.71 0.401
H -1.55 4.77 0.41 0.302
H 0.25 4.62 1.10 0.211
H -0.10 2.55 -1.93 0.391
H 0.46 1.03 -1.17 0.147
H 2.01 3.42 -2.00 0.311
H 2.60 1.84 -1.29 0.091
H 2.40 4.69 -0.01 0.302
H 2.36 3.25 1.20 0.265
H 3.75 3.44 0.00 0.290
C -1.00 -5.05 8.28 0.070
O 0.11 -4.56 8.11 -0.549
N -1.98 -5.14 7.34 0.152
C -3.26 -5.75 7.62 -0.935
C -1.73 -4.61 6.01 -0.750
H -1.29 -5.49 9.25 0.243
H -3.41 -6.60 6.94 0.321
H -4.05 -5.01 7.46 0.324
H -3.31 -6.11 8.65 0.303
H -0.87 -5.12 5.58 0.287
H -1.50 -3.55 6.09 0.107
H -2.60 -4.76 5.37 0.393
C 5.76 0.15 -2.90 0.059
O 4.85 -0.06 -2.11 -0.547
N 5.86 1.25 -3.71 0.193
C 6.97 1.43 -4.62 -1.078
C 4.83 2.27 -3.65 -0.903
H 6.59 -0.56 -3.02 0.242
H 7.50 2.35 -4.37 0.330
H 6.58 1.49 -5.64 0.540
H 7.67 0.59 -4.56 0.273
H 4.77 2.66 -2.64 0.271
H 3.87 1.81 -3.91 0.307
H 5.05 3.07 -4.35 0.378
C 7.21 0.63 -8.63 0.116
O 6.93 0.63 -7.44 -0.572
N 7.10 1.71 -9.46 0.101
C 7.46 1.64 -10.86 -0.914
C 6.62 2.97 -8.92 -0.897
H 7.58 -0.27 -9.14 0.225
H 8.26 2.36 -11.06 0.330
H 6.58 1.89 -11.46 0.331
H 7.80 0.64 -11.13 0.290
H 7.28 3.29 -8.11 0.279
H 5.62 2.82 -8.51 0.289
H 6.59 3.74 -9.70 0.368
C -7.65 -3.30 -0.27 0.057
O -8.54 -4.14 -0.20 -0.612
N -7.47 -2.43 -1.30 0.154
C -6.39 -1.46 -1.31 -0.241
C -8.39 -2.46 -2.42 -1.005
H -6.90 -3.19 0.53 0.311
H -6.81 -0.46 -1.36 0.321
H -5.76 -1.65 -2.18 0.330
H -5.78 -1.55 -0.41 -0.244
H -9.40 -2.27 -2.06 0.290
H -8.36 -3.46 -2.88 0.289
H -8.11 -1.71 -3.17 0.392
```



Record 4
The following is a DFT calculation (ωB97M-V/def2-TZVPD) of a cluster of 8 separate species, C48H40N8O16 in total in a non-equilibrium geometry.

The energy above the lowest of the compared OMol25 structures with the same formula, charge and spin comes out at 549.4 kJ/mol. The SMILES is O=[N+]([O-])c1ccccc1.O=[N+]([O-])c1ccccc1.O=[N+]([O-])c1ccccc1.O=[N+]([O-])c1ccccc1.O=[N+]([O-])c1ccccc1.O=[N+]([O-])c1ccccc1.O=[N+]([O-])c1ccccc1.O=[N+]([O-])c1ccccc1. The calculation puts the HOMO-LUMO gap at 8.9 eV.

```
112
Properties=species:S:1:pos:R:3:mulliken_charge:R:1
C 4.31 1.55 -0.71 -0.494
C 5.39 2.11 -1.48 -0.483
C 6.57 1.38 -1.66 -0.616
C 6.73 0.11 -1.10 -0.046
C 5.65 -0.39 -0.30 -0.388
C 4.43 0.28 -0.24 0.079
N 7.93 -0.74 -1.37 0.875
O 7.88 -1.90 -1.03 -0.466
O 8.85 -0.44 -2.16 -0.575
H 3.45 2.19 -0.61 0.445
H 5.29 3.04 -2.03 0.386
H 7.43 1.73 -2.20 0.473
H 5.66 -1.39 0.13 0.393
H 3.66 -0.27 0.28 0.415
C 4.11 -5.48 -1.03 -0.527
C 4.70 -5.79 -2.29 -0.519
C 6.02 -5.69 -2.46 -0.263
C 6.84 -5.10 -1.48 -0.015
C 6.17 -4.66 -0.34 -0.062
C 4.85 -4.81 -0.10 -0.546
N 8.28 -5.01 -1.68 1.061
O 9.01 -4.94 -0.70 -0.568
O 8.71 -5.29 -2.84 -0.624
H 3.06 -5.56 -0.82 0.423
H 3.95 -6.22 -2.94 0.443
H 6.40 -6.07 -3.40 0.429
H 6.69 -4.20 0.49 0.367
H 4.44 -4.68 0.89 0.415
C -1.01 -3.05 4.93 -0.621
C -1.36 -1.95 4.18 -0.330
C -2.31 -2.00 3.26 0.112
C -3.01 -3.19 3.04 -0.248
C -2.77 -4.23 3.89 -0.309
C -1.74 -4.16 4.76 -0.451
N -3.95 -3.40 1.87 1.041
O -4.29 -4.60 1.69 -0.595
O -4.31 -2.45 1.23 -0.549
H -0.28 -2.96 5.72 0.396
H -0.76 -1.08 4.41 0.397
H -2.54 -1.13 2.66 0.455
H -3.30 -5.16 4.00 0.417
H -1.59 -4.93 5.50 0.337
C -3.24 4.51 1.94 -0.344
C -4.56 4.54 1.47 -0.467
C -5.31 5.74 1.79 -0.254
C -4.75 6.86 2.50 -0.301
C -3.41 6.75 2.93 -0.439
C -2.70 5.57 2.65 -0.226
N -5.70 7.85 2.95 1.060
O -6.84 7.64 2.72 -0.617
O -5.35 8.81 3.50 -0.624
H -2.64 3.65 1.69 0.278
H -5.08 3.80 0.87 0.653
H -6.33 5.92 1.48 0.467
H -3.06 7.53 3.58 0.464
H -1.80 5.48 3.24 0.353
C -7.66 4.04 4.93 -0.835
C -6.33 4.21 4.68 -0.260
C -5.42 3.21 4.24 -0.118
C -5.93 1.99 3.87 -0.270
C -7.29 1.81 4.14 -0.406
C -8.14 2.78 4.65 -0.269
N -5.09 1.03 3.28 1.030
O -3.89 1.17 3.31 -0.544
O -5.58 0.04 2.78 -0.606
H -8.29 4.76 5.43 0.446
H -5.78 5.07 5.02 0.428
H -4.42 3.53 3.99 0.626
H -7.79 0.86 4.00 0.408
H -9.13 2.42 4.87 0.373
C -1.33 2.50 -3.90 -0.101
C -2.04 3.17 -2.89 -0.507
C -3.36 2.83 -2.69 0.017
C -4.07 1.90 -3.40 -0.487
C -3.27 1.15 -4.29 -0.160
C -1.96 1.52 -4.68 -0.776
N -5.52 1.60 -3.19 0.979
O -6.19 2.31 -2.50 -0.587
O -6.01 0.56 -3.57 -0.569
H -0.26 2.59 -4.05 0.404
H -1.63 3.92 -2.23 0.428
H -3.86 3.35 -1.90 0.515
H -3.75 0.31 -4.76 0.443
H -1.47 0.82 -5.34 0.414
C 6.23 -2.56 -4.60 -0.528
C 5.74 -2.73 -5.93 -0.655
C 4.31 -2.67 -6.09 -0.623
C 3.51 -2.56 -4.92 0.123
C 4.04 -2.45 -3.58 -0.373
C 5.38 -2.45 -3.50 0.001
N 2.00 -2.37 -5.04 0.914
O 1.19 -2.04 -4.15 -0.592
O 1.50 -2.74 -6.07 -0.562
H 7.31 -2.49 -4.58 0.418
H 6.56 -2.79 -6.62 0.395
H 3.87 -2.70 -7.08 0.476
H 3.50 -2.40 -2.64 0.642
H 5.88 -2.20 -2.58 0.307
C -1.09 0.94 -0.23 -0.043
C -0.93 0.83 1.13 -0.242
C 0.04 -0.05 1.63 -0.202
C 0.75 -0.88 0.76 -0.509
C 0.56 -0.76 -0.66 -0.469
C -0.30 0.23 -1.15 -0.671
N 1.64 -1.90 1.44 1.147
O 1.86 -1.85 2.64 -0.614
O 2.17 -2.74 0.74 -0.593
H -1.93 1.48 -0.63 0.442
H -1.58 1.52 1.64 -0.027
H 0.15 -0.16 2.70 0.736
H 1.04 -1.31 -1.46 0.627
H -0.39 0.26 -2.22 0.393
```